No. 1
{"formula": "C9H14O3Si", "method": "ωB97M-V with the def2-TZVPD basis set", "symbols": ["O", "O", "O", "C", "C", "C", "C", "C", "C", "C", "C", "C", "Si", "H", "H", "H", "H", "H", "H", "H", "H", "H", "H", "H", "H", "H", "H"], "xyz": [[-0.018, -1.753, -0.815], [0.036, -1.342, 1.819], [-2.274, -0.665, 0.149], [1.267, 3.198, -0.493], [0.312, 3.139, 0.509], [1.678, 2.115, -1.227], [-0.259, 1.971, 0.830], [1.047, 0.899, -0.827], [0.132, 0.845, 0.179], [-0.308, -3.059, -0.460], [1.399, -1.388, 1.973], [-2.697, -0.273, -1.112], [-0.638, -0.767, 0.358], [1.626, 4.192, -0.680], [0.040, 4.073, 0.989], [2.424, 2.121, -2.030], [-0.954, 1.848, 1.678], [1.483, -0.049, -1.226], [0.268, -3.513, 0.394], [-0.047, -3.588, -1.369], [-1.374, -3.114, -0.289], [1.722, -2.310, 2.372], [1.756, -0.699, 2.728], [1.813, -1.301, 0.969], [-1.870, 0.104, -1.643], [-3.465, 0.487, -1.163], [-3.100, -1.173, -1.612]], "lowdin_charge": [-0.196, -0.201, -0.168, -0.100, -0.095, -0.045, -0.091, -0.083, -0.245, -0.155, -0.167, -0.142, 0.352, 0.097, 0.110, 0.109, 0.131, 0.117, 0.106, 0.092, 0.081, 0.069, 0.092, 0.082, 0.059, 0.089, 0.103], "e_above_lowest_kj_mol": 110.37, "orbital_gap_ev": 10.3, "lumo_energy_ev": 0.89}

No. 2
{"formula": "C6H4ClF2N", "method": "ωB97M-V with the def2-TZVPD basis set", "symbols": ["C", "C", "C", "C", "C", "C", "N", "F", "F", "Cl", "H", "H", "H", "H"], "xyz": [[-0.001, -1.798, -1.291], [-0.011, -0.575, -2.040], [0.074, -1.434, 0.019], [-0.119, 0.466, -1.151], [-0.045, 0.628, 1.187], [0.512, 1.635, 1.892], [-0.001, -0.066, 0.076], [-2.067, 0.257, 1.761], [-0.202, 2.261, 2.892], [2.074, 2.300, 1.860], [-0.049, -2.733, -1.607], [-0.105, -0.469, -3.084], [-0.054, -1.998, 0.821], [-0.006, 1.525, -1.333]], "lowdin_charge": [-0.008, -0.026, -0.020, -0.051, 0.065, -0.657, -0.103, -0.368, 0.001, 0.784, 0.062, 0.092, 0.092, 0.138], "e_above_lowest_kj_mol": 359.74, "orbital_gap_ev": 8.0, "lumo_energy_ev": -1.62}

Q: Number 1 is which compound?
A: C9H14O3Si